DFT (ωB97M-V with the def2-TZVPD basis set) results for a 2-piece molecular cluster, C3H2O5S overall.

Its strongest force on any atom is 4.8 eV Å⁻¹. The LUMO energy comes out at 6.4 eV.

```
! RIJCOSX wB97M-V def2-TZVPD def2/J DEFGRID3
* xyz -2 1
S -2.4194 0.2891 0.5131
O -1.2770 -0.8052 -0.0574
O 1.9721 -1.9398 1.2389
O 2.5203 -1.3206 -0.8534
O -2.2331 1.5275 -0.3081
O -3.5598 -0.4865 0.0206
C 0.7232 -0.1646 0.0338
C 0.8250 1.0621 -0.2845
C 1.7891 -1.3232 0.1624
H -0.0557 1.6132 -0.1339
H 1.7154 1.5481 -0.3314
*
```

DFT (ωB97M-V with the def2-TZVPD basis set) results for the molecule CH3Cl2OP.

The SMILES is POC(Cl)Cl. Its strongest force on any atom is 3.9 eV Å⁻¹. The LUMO energy comes out at -0.3 eV. The energy above the lowest of the compared OMol25 structures with the same formula, charge and spin is 3.578 eV.

```
! RIJCOSX wB97M-V def2-TZVPD def2/J DEFGRID3
* xyz 0 1
Cl -1.1349 -1.8199 -0.5174
Cl -1.4446 0.7504 0.7742
P 1.7851 -0.0531 0.5552
O 0.5333 0.1229 -0.8790
C -0.7226 -0.1487 -0.7379
H -1.4200 0.4130 -1.4974
H 1.6097 1.2374 0.9384
H 0.7941 -0.5019 1.3639
*
```